ORCA calculation (ωB97M-V with the def2-TZVPD basis set) on a molecular structure, C39H41N8OPb at a distorted geometry.

Values from the calculation:
molecular weight = 845.01 g mol⁻¹
total charge = +1
E_HOMO = -8.9 eV
HOMO-LUMO gap = 6.218 eV

```
90
Properties=species:S:1:pos:R:3:forces:R:3
Pb -0.6663 0.1596 0.1985 0.69 -1.26 0.48
C -0.6018 -0.0567 -4.4680 -0.42 -0.23 0.16
C -0.8224 1.2107 -4.7965 0.33 1.34 -1.16
C -0.8544 2.2340 -3.7507 -0.40 0.33 -1.56
C -0.7245 1.8345 -2.4847 -0.12 -0.74 2.08
N -0.4161 0.5786 -2.0393 -0.03 1.06 -1.09
C -0.2045 -0.4627 -3.0572 -1.06 1.15 -0.74
C -1.0020 2.7831 -1.3743 0.35 1.37 1.17
C -1.6442 4.0250 -1.5836 0.52 -0.46 1.94
C -1.8818 4.8380 -0.4613 -1.08 0.42 -0.50
C -1.4439 4.4480 0.7885 -0.69 2.19 0.68
C -0.7399 3.3049 0.8922 0.29 -1.00 1.92
N -0.5608 2.4563 -0.1000 -0.55 0.37 -2.67
C -0.1954 2.9137 2.2416 0.04 -1.90 -2.05
C 0.0823 3.7958 3.2157 1.42 1.79 1.66
C 0.8528 3.4205 4.3359 0.76 -0.60 0.70
C 1.1688 2.0181 4.5125 -1.79 3.31 -2.56
C 0.7742 1.2292 3.4325 -0.59 -1.80 0.78
N 0.1480 1.6268 2.3304 0.14 0.34 0.48
H -0.7315 -0.8479 -5.2007 0.29 0.03 0.05
H -0.9169 1.5662 -5.8708 -0.25 -0.74 1.44
H -1.2076 3.2333 -3.9898 0.34 -0.25 -0.04
H -0.8633 -1.2569 -2.7521 0.18 -1.07 0.02
H -1.9720 4.3098 -2.5471 -0.32 0.21 -0.67
H -2.5196 5.7522 -0.4880 0.74 -0.76 -0.48
H -1.6409 5.0618 1.7151 0.15 -0.71 -1.40
H -0.1228 4.8447 3.0168 0.05 -0.12 0.39
H 1.2807 4.2385 5.0191 -1.00 -1.50 -0.90
H 1.5947 1.6238 5.3752 0.90 -0.58 1.16
H 0.8407 0.1297 3.5189 0.48 0.59 -0.11
C -4.8884 1.7194 2.3299 0.02 -0.59 0.63
C -3.9783 0.7310 1.6339 1.35 1.00 1.57
O -2.8535 1.1016 1.2987 0.19 0.18 -0.46
N -4.3605 -0.5287 1.6564 -1.26 -1.93 0.06
C -3.6144 -1.7418 1.3090 0.05 0.10 0.48
C -3.6522 -2.0068 -0.1584 0.16 -0.58 -0.19
C -3.9598 -3.2659 -0.6785 -0.58 -0.21 0.37
C -4.0054 -3.4108 -2.0546 0.37 1.11 0.85
C -3.6976 -2.3225 -2.8261 0.37 1.08 -0.60
C -3.3906 -1.1016 -2.2402 0.70 0.40 0.37
N -3.3441 -0.9549 -0.8990 -0.06 0.29 -1.53
H -5.3690 2.2554 1.5559 -1.16 0.52 -0.78
H -4.2698 2.4997 2.8002 -0.14 -0.68 0.21
H -5.6068 1.2111 3.0358 0.72 0.85 -0.78
H -5.3138 -0.6907 1.9272 -0.13 0.02 0.10
H -4.0224 -2.6360 1.8317 0.19 0.91 0.01
H -2.5871 -1.5619 1.6470 -0.06 -0.28 -0.06
H -4.2503 -4.0993 -0.0228 0.28 0.47 -0.24
H -4.2698 -4.2852 -2.5554 -0.35 -1.58 -0.37
H -3.6381 -2.4002 -3.8972 -0.19 -0.04 -0.26
H -3.0651 -0.2238 -2.8568 -0.49 -0.84 0.66
N 3.0137 -2.8520 1.8063 0.24 2.48 -1.13
C 2.9010 -2.6212 3.1760 -0.43 -0.71 -0.26
C 2.4150 -3.5897 4.0907 0.43 0.38 -1.50
C 2.5945 -3.3376 5.4225 -0.01 -0.47 0.12
C 3.1111 -2.1825 5.9047 0.86 2.78 0.96
C 3.5421 -1.1943 4.9934 0.95 0.12 0.15
C 3.4593 -1.4100 3.6230 -0.58 -1.52 1.65
H 2.4254 -3.4777 1.2962 -0.37 -0.58 0.39
H 3.0030 -1.9138 1.3067 0.01 -1.71 0.57
H 2.0265 -4.5698 3.7688 0.31 0.67 -0.03
H 2.4987 -4.1260 6.1041 -0.78 -1.08 0.96
H 3.2232 -1.9616 6.9993 -0.04 -0.57 -1.21
H 4.1862 -0.3469 5.3222 -0.94 -0.51 0.01
H 3.9824 -0.8064 2.9335 0.29 0.79 -0.68
N 1.9963 0.0173 0.2733 -0.20 -0.34 -0.22
C 2.1141 -0.3371 -1.0033 0.78 2.29 1.84
H 2.6289 0.6534 0.7591 0.05 -0.17 -0.74
C 4.2831 0.2734 -2.0572 0.68 1.86 0.64
N 2.8176 0.5730 -2.0628 0.65 1.07 0.44
C 2.6739 2.0708 -1.8898 -0.49 -0.60 -1.29
C 2.1943 0.2193 -3.3755 0.76 0.22 -0.99
C 1.2521 -0.9362 -3.0926 -0.67 -1.34 -0.31
C 1.3141 -2.1873 -3.9778 0.96 1.14 1.11
C 1.1261 -3.3829 -3.4143 -0.79 -0.07 -0.62
C 0.7808 -3.5876 -2.0052 0.25 0.16 -0.47
C 1.0612 -2.5664 -1.1764 0.20 0.29 0.89
C 1.5344 -1.3017 -1.6956 -0.03 -2.23 -0.09
H 4.7623 0.6640 -1.1278 -0.65 -0.44 -0.48
H 4.7467 0.8427 -2.8670 -0.16 -0.07 -0.05
H 4.5327 -0.7465 -2.1835 -0.30 -1.16 -0.04
H 3.1905 2.5541 -2.7503 -0.12 -0.36 0.78
H 3.0763 2.3718 -0.9518 0.23 0.27 0.68
H 1.6106 2.2920 -2.0070 0.23 0.06 0.41
H 3.0725 -0.0834 -3.9950 -1.08 0.27 -0.07
H 1.6915 1.1469 -3.7707 0.51 -1.20 0.17
H 1.6322 -2.0298 -4.9903 -0.05 -0.34 -0.47
H 1.1716 -4.2137 -4.0967 0.00 -0.51 0.11
H 0.4150 -4.5576 -1.6723 0.25 0.26 0.01
H 1.0667 -2.6599 -0.0825 -0.31 -0.10 -0.44
```
Forces are in eV/Å.

ORCA calculation (ωB97M-V with the def2-TZVPD basis set) on a molecular structure, C39H41N9O3Ti at a distorted geometry.

Values from the calculation:
molecular weight = 731.68 g mol⁻¹
total charge = +3
spin multiplicity = 2
E_HOMO (alpha / beta) = -15.2 / -15.2 eV
HOMO-LUMO gap (alpha / beta) = 6.133 / 6.241 eV

```
93
Properties=species:S:1:pos:R:3:forces:R:3
Ti 0.2488 0.3190 1.2700 -1.10 0.60 -0.24
C 3.6518 3.1910 1.8988 0.18 -0.14 0.05
O 3.5109 2.2401 3.0224 -0.13 0.15 -0.33
C 2.5230 1.4656 2.6689 -0.06 -0.53 0.53
N 2.0194 1.5517 1.4898 0.29 -0.02 0.13
C 2.8978 2.4898 0.7428 -0.30 0.14 0.12
C 3.8196 1.7642 -0.2000 0.21 0.16 -0.06
C 4.4262 0.5643 0.1542 0.06 -0.05 0.06
C 5.4328 0.0328 -0.6386 0.01 -0.01 -0.03
C 5.8392 0.6980 -1.7888 -0.08 0.00 -0.01
C 5.2133 1.8787 -2.1639 -0.01 -0.04 0.05
C 4.2053 2.4099 -1.3695 0.04 -0.07 -0.03
C 2.0076 0.4459 3.6280 0.26 0.15 -0.29
C 2.5030 0.1516 4.8815 -0.20 -0.08 0.06
C 1.8641 -0.8615 5.6002 0.01 0.04 -0.06
C 0.7593 -1.5251 5.0675 0.12 0.09 -0.07
C 0.3469 -1.1619 3.7982 -0.24 -0.13 -0.03
N 0.9773 -0.2191 3.1028 0.23 -0.07 0.47
C -0.8663 -1.6716 3.0995 0.41 0.09 0.30
N -1.2402 -1.2477 1.9388 0.12 0.05 0.00
C -2.6630 -1.7532 1.8074 0.04 0.04 -0.07
C -2.6261 -2.9338 2.7836 -0.01 -0.03 0.21
O -1.6139 -2.5178 3.7566 -0.08 0.05 -0.23
C -3.3058 -2.0290 0.4180 -0.01 -0.02 -0.02
C -4.0019 -3.3815 0.4241 0.01 0.02 -0.03
C -4.7462 -3.9552 -0.5235 -0.02 0.04 -0.11
C -5.0945 -3.4405 -1.8452 0.02 -0.06 0.11
C -4.7216 -2.2521 -2.3047 0.02 0.04 -0.02
C -3.8813 -1.2767 -1.5481 -0.01 -0.01 0.00
H 4.7149 3.3130 1.7156 -0.03 0.04 -0.01
H 3.2003 4.1235 2.2309 -0.01 0.00 -0.06
H 2.2831 3.2019 0.1903 0.05 0.00 0.05
H 4.1480 0.0466 1.0680 0.01 0.02 -0.05
H 5.9241 -0.8844 -0.3420 0.01 -0.02 0.00
H 6.6466 0.2994 -2.3870 0.03 -0.01 -0.01
H 5.5263 2.3998 -3.0579 0.01 0.02 -0.02
H 3.7422 3.3484 -1.6496 -0.02 0.03 0.00
H 3.3451 0.6957 5.2836 0.03 0.01 0.03
H 2.2231 -1.1245 6.5859 0.00 -0.01 0.03
H 0.2344 -2.2928 5.6165 0.00 -0.02 0.03
H -3.2623 -0.9565 2.2661 0.02 -0.05 0.00
H -2.2547 -3.8612 2.3491 -0.01 0.02 -0.04
H -3.5463 -3.1037 3.3341 0.01 0.00 -0.06
H -3.9236 -3.9683 1.3234 0.02 -0.02 0.06
H -5.1549 -4.9270 -0.2790 -0.02 -0.03 0.01
H -5.7043 -4.0774 -2.4698 -0.03 -0.03 -0.02
H -5.0310 -1.9484 -3.2957 -0.01 0.03 -0.04
H -3.7182 -0.3918 -2.1599 -0.01 0.00 0.00
C -4.5540 3.5337 -0.5584 0.12 -0.02 0.05
N -3.4217 3.4969 0.3656 0.04 -0.06 0.04
N -2.6270 2.3958 0.5489 -0.18 0.13 -0.15
C -1.6301 2.7359 1.3895 0.23 -0.17 0.16
O -0.7589 1.8220 1.7363 -0.15 0.04 -0.06
C -1.7765 4.0628 1.7548 -0.18 -0.02 -0.12
C -2.9174 4.5075 1.0890 0.00 0.06 -0.01
C -3.5530 5.8524 1.0837 0.08 -0.05 0.03
C -2.8410 1.0741 0.0444 0.11 -0.03 0.00
C -3.9809 0.4399 0.3304 -0.01 -0.05 -0.02
C -4.3319 -0.9491 -0.0995 -0.03 0.09 0.07
C -2.5411 -1.8424 -0.9376 0.05 -0.02 0.00
C -1.5516 -0.7420 -1.0813 0.12 -0.01 0.11
C -1.6823 0.5376 -0.6925 -0.02 0.12 -0.05
H -5.4895 3.5387 -0.0029 -0.03 0.00 -0.04
H -4.5096 2.6604 -1.2014 -0.02 0.03 -0.01
H -4.4695 4.4298 -1.1680 -0.06 0.00 0.00
H -1.1584 4.6298 2.4246 0.04 0.03 0.04
H -3.0551 6.4976 1.8018 0.00 0.01 0.00
H -4.6081 5.7887 1.3474 -0.03 0.00 0.00
H -3.4741 6.3123 0.0977 -0.01 0.02 -0.01
H -4.7046 0.9687 0.9415 -0.02 -0.01 0.02
H -5.3710 -1.1710 0.1323 0.01 0.01 -0.01
H -2.1685 -2.7689 -1.3691 0.00 0.03 0.01
H -0.6924 -0.9754 -1.6970 -0.03 -0.01 -0.01
H -0.9461 1.2662 -1.0434 -0.10 -0.07 0.02
C 4.4956 -1.9692 -3.8301 0.00 -0.09 0.04
C 3.0580 -1.9386 -4.3310 -0.04 0.05 -0.18
C 2.4444 -3.3371 -4.4268 0.04 -0.05 0.00
C 2.1995 -0.9119 -3.6061 0.05 0.06 0.34
N 2.0337 -1.1389 -2.1363 -0.18 0.05 0.11
C 2.1450 -2.2411 -1.3739 0.02 0.04 0.17
N 1.7252 -1.9649 -0.1574 0.08 -0.08 -0.04
N 1.3729 -0.6781 -0.2116 0.20 -0.52 -0.60
N 1.5518 -0.1691 -1.3833 0.00 0.14 -0.19
H 5.1021 -2.5992 -4.4776 0.02 -0.03 -0.01
H 4.5671 -2.3827 -2.8195 0.02 0.01 -0.02
H 4.9377 -0.9764 -3.8167 0.02 0.09 -0.02
H 3.0598 -1.5355 -5.3505 0.08 0.00 0.05
H 2.6645 -3.9570 -3.5568 -0.03 -0.01 0.03
H 2.8736 -3.8683 -5.2745 0.02 0.02 -0.02
H 1.3648 -3.3127 -4.5777 -0.05 0.02 0.00
H 1.1896 -0.8926 -4.0174 0.00 0.01 0.01
H 2.6267 0.0889 -3.6683 0.03 -0.05 -0.09
H 2.5244 -3.1857 -1.7146 -0.01 -0.05 0.03
```
Forces are in eV/Å.

ORCA calculation (ωB97M-V with the def2-TZVPD basis set) on a molecular structure, C39H42As2IIrN5S2.

Values from the calculation:
molecular weight = 1113.90 g mol⁻¹
total charge = +4
spin multiplicity = 6
E_HOMO (alpha / beta) = -16.9 / -17.5 eV
HOMO-LUMO gap (alpha / beta) = 5.672 / 3.577 eV

```
92
Properties=species:S:1:pos:R:3:forces:R:3
Ir -0.3326 1.5205 0.3021 0.35 -0.20 0.13
C -0.3242 5.2725 1.6910 0.00 -0.03 0.06
As -1.4999 3.9423 0.8951 -0.09 -0.03 -0.08
C -2.2563 5.0152 -0.5314 -0.02 0.00 0.05
C -2.9492 3.6888 2.1360 0.00 -0.06 0.05
C -4.0108 4.5847 2.1916 0.00 0.03 -0.02
C -5.0528 4.3656 3.0837 0.00 -0.01 0.02
C -5.0391 3.2551 3.9139 -0.02 0.01 -0.01
C -3.9777 2.3603 3.8685 0.03 -0.02 0.02
C -2.9292 2.5777 2.9827 -0.01 0.11 -0.09
As -1.3949 1.4254 2.9252 0.04 0.03 0.15
C -1.9488 -0.2179 3.7927 -0.01 0.02 -0.05
C -0.1843 2.1634 4.2519 -0.02 -0.01 0.00
H -0.9146 6.1759 1.8433 -0.01 0.00 -0.01
H 0.4968 5.4998 1.0117 0.00 0.00 -0.01
H 0.0586 4.9535 2.6572 0.00 -0.03 0.00
H -2.5690 5.9629 -0.0943 0.00 0.00 0.00
H -3.1150 4.5210 -0.9771 0.01 0.00 -0.01
H -1.4960 5.2215 -1.2817 0.00 -0.01 -0.01
H -4.0474 5.4545 1.5489 0.00 0.00 0.00
H -5.8780 5.0637 3.1260 0.00 0.00 -0.01
H -5.8570 3.0829 4.6007 0.01 0.00 0.00
H -3.9837 1.5034 4.5294 0.00 0.00 0.00
H -2.2278 0.0149 4.8198 0.00 -0.01 0.01
H -1.1096 -0.9104 3.8013 0.01 -0.01 0.00
H -2.7944 -0.6600 3.2705 0.00 0.00 -0.01
H -0.7275 2.2422 5.1933 0.00 -0.01 0.01
H 0.1509 3.1553 3.9607 0.01 0.01 -0.01
H 0.6724 1.5040 4.3814 0.01 0.00 -0.01
S -1.1789 -0.7434 0.5753 -0.04 0.09 -0.07
C -0.2897 -1.9118 -0.3264 0.07 -0.04 -0.07
N -0.3136 -3.1720 0.0029 -0.05 0.03 0.01
C 0.4531 -4.1705 -0.7616 -0.02 0.06 0.01
C 0.4178 -3.8062 -2.2176 -0.03 0.01 -0.01
N 0.9117 -2.4291 -2.3792 0.09 0.04 -0.01
C 1.6728 -2.1525 -3.6024 -0.07 -0.04 0.02
C 3.0671 -2.7517 -3.5960 0.04 0.12 0.24
C 3.9014 -2.6845 -2.5181 -0.01 -0.02 -0.03
C 5.2331 -3.2094 -2.5989 -0.15 0.10 0.20
C 5.7264 -3.8075 -3.7792 0.03 -0.08 -0.20
C 4.9005 -3.8840 -4.8631 -0.01 0.01 0.00
C 3.5768 -3.3612 -4.7790 0.11 -0.07 -0.17
C 0.5691 -1.4851 -1.5104 -0.04 -0.04 0.13
S 1.0314 0.1101 -1.6254 0.03 0.04 -0.01
C -1.1218 -3.7486 1.1236 0.08 0.05 -0.04
C -2.2000 -4.6392 0.5691 0.00 -0.02 -0.02
C -2.1795 -6.0051 0.8294 0.00 0.02 0.01
C -3.1778 -6.8231 0.3159 -0.01 0.00 -0.01
C -4.1872 -6.2778 -0.4637 0.00 0.00 0.01
C -4.2088 -4.9120 -0.7275 0.00 -0.01 -0.01
C -3.2191 -4.0926 -0.2105 0.01 -0.01 0.01
H -0.0223 -5.1358 -0.5987 0.00 -0.01 -0.01
H 1.4720 -4.2006 -0.3667 0.00 -0.01 0.00
H -0.5958 -3.8818 -2.6199 0.00 -0.02 -0.01
H 1.0650 -4.4700 -2.7873 0.01 -0.02 0.02
H 1.7409 -1.0725 -3.7274 0.01 0.01 -0.04
H 1.0983 -2.5442 -4.4444 0.00 -0.03 0.01
H 3.6049 -2.2275 -1.5819 -0.04 0.00 0.00
H 5.8619 -3.1308 -1.7180 0.01 0.00 -0.02
H 6.7382 -4.1891 -3.8078 0.00 -0.01 -0.01
H 5.2223 -4.3319 -5.7946 0.03 0.00 0.02
H 2.9461 -3.4325 -5.6598 -0.01 0.01 0.02
H -1.5142 -2.9221 1.7062 -0.01 0.00 0.03
H -0.4164 -4.3109 1.7383 -0.02 -0.02 0.00
H -1.4015 -6.4316 1.4535 0.00 0.00 -0.01
H -3.1692 -7.8831 0.5307 0.00 0.00 0.00
H -4.9681 -6.9143 -0.8573 0.01 0.00 0.00
H -5.0070 -4.4904 -1.3235 0.00 0.00 0.01
H -3.2567 -3.0221 -0.3924 0.01 -0.01 0.00
N 4.9767 -1.6880 0.6016 -0.03 0.06 0.00
C 4.5659 -0.7148 1.0532 0.05 -0.08 -0.08
C 3.8814 0.4872 1.4471 0.01 0.01 0.02
C 4.4872 1.6309 1.9565 -0.04 0.03 0.05
C 3.6805 2.7383 2.1840 0.01 -0.04 0.00
C 2.3356 2.6799 1.8566 0.09 -0.05 -0.05
N 1.7576 1.5777 1.3514 0.03 0.11 0.00
C 2.5198 0.4993 1.1911 -0.09 0.00 0.08
H 5.5476 1.6545 2.1725 0.00 0.01 -0.01
H 4.0942 3.6483 2.5963 0.00 0.00 0.00
H 1.6974 3.5412 1.9877 -0.03 0.05 0.02
H 2.0336 -0.3929 0.8333 -0.02 -0.06 -0.06
I -2.2363 1.7548 -2.1361 -0.17 0.02 -0.14
C -0.5812 2.9804 -2.4784 0.03 0.02 -0.01
C -0.4461 3.7283 -3.6321 0.00 0.00 0.00
C 0.6732 4.5436 -3.7400 0.00 0.01 -0.01
C 1.6014 4.5700 -2.7068 0.01 -0.01 0.02
C 1.3822 3.7790 -1.5951 0.01 0.00 0.04
N 0.2997 2.9962 -1.4791 -0.11 -0.01 -0.05
H -1.1914 3.6876 -4.4144 0.00 0.00 0.01
H 0.8150 5.1550 -4.6220 0.00 0.00 0.00
H 2.4826 5.1942 -2.7605 -0.01 0.00 0.00
H 2.0814 3.7589 -0.7675 0.00 0.01 -0.01
```
Forces are in eV/Å.